1.
10
Properties=species:S:1:pos:R:3 method="wB97M-V/def2-TZVPD" homo_energy_ha=-0.3182 smiles="C=C(F)C(N)=S" homo_lumo_gap_ev=8.520 e_lumo_ev=-0.14
C 0.374 -0.346 1.909
C 0.669 -0.365 0.623
F 1.879 -0.903 0.188
C -0.214 0.099 -0.468
N 0.347 -0.232 -1.612
S -1.614 0.939 -0.230
H 1.104 -0.480 2.680
H -0.588 -0.084 2.324
H -0.134 -0.086 -2.509
H 1.111 -0.950 -1.614



2.
11
Properties=species:S:1:pos:R:3 method="wB97M-V/def2-TZVPD" homo_energy_ha=-0.1588 charge=-1 homo_lumo_gap_ev=8.551 e_lumo_ev=4.23
C -0.410 -1.922 0.043
C -0.313 -0.665 0.405
C -1.266 0.365 -0.053
O -2.436 0.352 -0.332
O -0.594 1.575 -0.173
F 2.318 0.216 -0.342
Si 1.053 1.148 0.127
H 0.300 -2.738 0.221
H -1.239 -2.299 -0.485
H 1.558 2.198 -0.904
H 1.029 1.769 1.493



3.
11
Properties=species:S:1:pos:R:3 method="wB97M-V/def2-TZVPD" homo_energy_ha="-0.2423 / -0.2939" spin_multiplicity=5 homo_lumo_gap_ev="5.328 / 6.956" e_lumo_ev="-1.27 / -1.04"
H -2.048 -2.558 1.372
O 1.894 0.114 -1.074
O -0.196 -2.257 0.631
C -1.408 -2.039 0.641
C 0.200 1.922 -0.412
O 1.490 2.195 0.134
C 1.171 0.794 -0.125
H -1.875 -1.478 -0.188
H -0.624 2.288 0.214
H 0.065 2.150 -1.480
Fe 1.331 -1.131 0.289



4.
9
Properties=species:S:1:pos:R:3 method="wB97M-V/def2-TZVPD" homo_energy_ha="-0.2169 / -0.3461" spin_multiplicity=3 homo_lumo_gap_ev="6.288 / 7.730" e_lumo_ev="0.39 / -1.69"
O 1.647 0.803 0.223
C 0.347 0.354 0.118
C -0.998 0.479 -0.468
Hg 1.192 -1.880 -0.955
H 2.113 0.403 0.963
H -1.167 0.384 -1.549
H -1.680 1.189 0.023
C -0.509 -0.760 0.330
H -0.946 -0.971 1.314



5.
9
Properties=species:S:1:pos:R:3 method="wB97M-V/def2-TZVPD" homo_energy_ha="-0.3130 / -0.3163" homo_lumo_gap_ev="7.423 / 7.690" e_lumo_ev="-1.09 / -0.92"
C 0.605 0.121 -0.183
C -1.801 0.271 -0.247
C 1.600 0.001 0.649
I -2.467 -1.580 0.079
I 3.629 -0.498 0.004
H 0.546 -0.224 -1.199
H -1.614 0.634 -1.233
H -2.186 1.031 0.426
H 1.688 0.244 1.705



6.
9
Properties=species:S:1:pos:R:3 method="wB97M-V/def2-TZVPD" homo_energy_ha=-0.3653 smiles="C=CC#N.I" homo_lumo_gap_ev=9.748 e_lumo_ev=-0.19
C -1.521 -0.091 0.184
C -0.370 -0.578 0.739
C 0.323 -1.672 0.237
N 0.895 -2.556 -0.229
H -2.063 -0.621 -0.630
H -2.039 0.653 0.874
H 0.214 -0.213 1.487
I 3.686 0.032 -0.001
H 2.342 -0.196 0.796



7.
9
Properties=species:S:1:pos:R:3 method="wB97M-V/def2-TZVPD" homo_energy_ha=-0.3348 smiles="C#CN=C.I" homo_lumo_gap_ev=9.193 e_lumo_ev=0.08
C 0.844 1.585 -1.467
C 0.357 0.649 -0.796
N -0.413 0.231 0.189
C -0.457 -0.896 0.719
H 1.353 2.126 -2.233
H 0.055 -1.708 0.266
H -1.054 -1.102 1.543
I -2.335 2.747 1.118
H -1.398 2.191 0.105



8.
9
Properties=species:S:1:pos:R:3 method="wB97M-V/def2-TZVPD" homo_energy_ha="-0.1927 / -0.3720" spin_multiplicity=3 homo_lumo_gap_ev="5.848 / 7.614" e_lumo_ev="0.60 / -2.51"
C 1.313 -1.020 -1.360
C 0.126 -1.191 -1.267
C 3.134 0.897 0.545
N 2.796 0.898 1.650
I -5.182 0.322 0.539
H 2.285 -0.591 -1.543
H -6.317 1.292 -0.057
H -0.774 -1.757 -1.100
H 2.620 1.151 2.593



Per-record ΔE to the lowest compared entry with this formula, charge and spin, kcal per mole: 3.7; 15.2; 91.1; 8.6; 79.3; 20.0; 63.4; 105.0
Per-record E, eV: -18217.8392; -17867.8727; -43699.9180; -9391.9984; -19372.5323; -12764.6535; -12762.7715; -12757.2879
Per-record maximum force, eV/Å: 3.000; 3.195; 2.069; 1.345; 3.375; 3.957; 4.382; 11.323